{"formula": "CH8NO", "method": "ωB97M-V with the def2-TZVPD basis set", "fmax_ev_per_a": 5.78, "de_lowest_kj_mol": 109.8, "homo_lumo_gap_ev": [15.200, 8.287], "charge": 2, "e_homo_ev": [-24.50, -24.20], "spin_multiplicity": 2, "elements": ["N", "H", "H", "H", "H", "C", "O", "H", "H", "H", "H"], "xyz": [[0.360550, 1.770045, -0.864540], [1.262037, 1.662623, -0.435921], [-0.209266, 1.337955, -0.074557], [0.142774, 0.990614, -1.618735], [0.185064, 2.670228, -1.211131], [-0.233795, -1.343566, 1.097440], [-0.140927, -0.692695, -0.108209], [0.481578, -0.804133, 1.774289], [0.031507, -2.398203, 1.116246], [-1.142526, -1.178763, 1.661817], [-0.744824, -1.067678, -0.879193]], "atomic_forces_ev_per_a": [[-1.64, -5.53, 0.31], [1.42, 0.24, -0.58], [-0.04, 2.22, -1.07], [1.36, 2.55, 1.15], [-0.71, 2.00, -0.32], [3.84, 1.61, 0.45], [-2.36, -1.56, -0.81], [-0.42, -0.27, -0.44], [-0.80, -1.06, -0.59], [-1.94, -0.11, 0.34], [1.31, -0.09, 1.56]]}


{"formula": "C7H11NO2S", "method": "ωB97M-V with the def2-TZVPD basis set", "fmax_ev_per_a": 8.19, "de_lowest_kj_mol": 697.2, "homo_lumo_gap_ev": [6.540, 6.629], "charge": 0, "e_homo_ev": [-7.97, -8.02], "elements": ["C", "S", "O", "C", "N", "C", "C", "C", "C", "O", "C", "H", "H", "H", "H", "H", "H", "H", "H", "H", "H", "H"], "xyz": [[3.559824, -1.658044, -1.582503], [2.013895, -2.331816, -1.732780], [1.767221, -3.308654, -2.760740], [0.740789, -1.182752, -1.280036], [0.590261, -0.719142, 0.161185], [-0.302724, 0.240466, 0.414614], [-1.506955, 0.373089, -0.228906], [-2.454711, 1.424685, 0.188798], [-2.234759, 1.718146, 1.671406], [-0.924307, 2.080050, 1.870622], [0.061069, 1.098866, 1.641877], [3.603683, -0.583014, -1.554326], [4.152786, -2.100901, -0.767981], [1.950819, -3.153793, -0.492215], [0.192901, -0.640774, -2.051617], [-1.496599, -0.203388, -1.166550], [-1.979413, 2.337123, -0.283345], [-3.433199, 1.239204, -0.133888], [-2.789752, 2.591370, 1.851434], [-2.650020, 0.949995, 2.359453], [0.138432, 0.244571, 2.410504], [1.000761, 1.584714, 1.464994]], "atomic_forces_ev_per_a": [[-1.21, -0.08, 0.22], [2.48, -1.72, 4.83], [-0.87, 0.73, -1.00], [-0.80, 2.56, 5.45], [2.57, -3.59, -6.90], [-1.90, 1.37, -0.17], [2.27, -0.63, -0.30], [2.69, 0.84, -0.17], [-1.37, -0.94, -0.50], [1.67, 0.07, 0.86], [-1.42, -2.71, -0.24], [-0.22, 0.26, -0.44], [-0.54, -0.22, -0.58], [-0.15, 1.42, -1.70], [0.32, -0.21, -0.04], [-1.12, 0.10, 0.58], [-1.24, -0.47, 0.07], [-1.49, 0.00, -0.27], [-0.79, 1.25, 0.61], [0.62, -0.02, -0.36], [0.08, 1.74, -0.18], [0.44, 0.24, 0.21]]}


{"formula": "C5H12NO3", "method": "ωB97M-V with the def2-TZVPD basis set", "fmax_ev_per_a": 2.97, "de_lowest_kj_mol": 293.5, "homo_lumo_gap_ev": 7.117, "charge": -1, "e_homo_ev": -3.46, "elements": ["C", "C", "N", "C", "C", "C", "O", "O", "H", "H", "H", "H", "H", "H", "H", "H", "H", "H", "H", "H", "O"], "xyz": [[2.619678, 0.026039, 0.092955], [1.685968, 0.418660, -0.999413], [0.349870, 0.156976, -0.784994], [-0.585821, 0.484729, -1.876460], [-0.180690, 0.480186, 0.533972], [-0.274613, -0.886063, 1.645573], [-1.390922, -0.969015, 2.339688], [2.037866, 0.919447, -2.061791], [3.309452, 0.779134, 0.398454], [2.170731, -0.186462, 1.094538], [2.985624, -0.966381, -0.234869], [-0.158356, 0.376269, -2.872702], [-0.729420, 1.588822, -1.724084], [-1.493127, -0.096519, -1.782642], [0.302440, 1.347205, 1.045640], [-1.258070, 0.717162, 0.472482], [0.620003, -0.620018, 2.252359], [0.135937, -1.700068, 0.954741], [-2.796888, -0.874964, 1.440189], [-3.103358, 0.322164, 0.780680], [-3.388614, -0.591105, 0.638910]], "atomic_forces_ev_per_a": [[-0.81, -1.45, 1.54], [-1.81, 0.75, -0.56], [0.23, 0.14, -0.10], [0.92, 1.57, 0.53], [-1.31, -1.70, 2.06], [1.49, 2.03, -1.38], [-0.23, -0.29, -0.33], [0.86, -0.33, 0.09], [1.17, 0.40, -0.80], [-0.46, -0.04, -1.07], [0.66, 0.74, 0.22], [0.23, -0.28, 0.25], [-0.66, -0.80, -0.57], [-0.20, 0.08, 0.26], [0.01, -0.53, -0.55], [0.69, -0.02, -0.39], [0.07, -0.28, 0.48], [-0.97, 0.09, 0.45], [0.00, -0.65, -0.90], [-0.57, 0.25, -0.64], [0.67, 0.32, 1.41]]}


{"formula": "CH6NOS", "method": "ωB97M-V with the def2-TZVPD basis set", "fmax_ev_per_a": 0.41, "de_lowest_kj_mol": 32.6, "homo_lumo_gap_ev": 6.867, "charge": -1, "e_homo_ev": -2.88, "elements": ["S", "H", "N", "C", "O", "H", "H", "H", "H", "H"], "xyz": [[1.666163, 0.798533, 1.477443], [2.276161, 0.052937, 2.403975], [0.126163, -0.659708, -1.026939], [-1.145812, -0.382158, -0.404570], [-2.160896, -0.328452, -1.420865], [0.223370, -1.651435, -1.201074], [0.886859, -0.323815, -0.416184], [-1.448407, -1.127787, 0.333417], [-1.068559, 0.583378, 0.094293], [-1.642992, -0.095666, -2.203169]], "atomic_forces_ev_per_a": [[0.05, 0.21, 0.01], [0.06, -0.12, 0.07], [-0.18, 0.14, -0.06], [0.27, 0.21, -0.24], [0.08, -0.16, 0.05], [0.16, -0.03, 0.13], [-0.16, -0.18, -0.04], [-0.21, -0.07, -0.04], [0.06, -0.03, 0.09], [-0.12, 0.03, 0.03]]}


Copy entry 3 word for word.
{"formula": "C5H12NO3", "method": "ωB97M-V with the def2-TZVPD basis set", "fmax_ev_per_a": 2.97, "de_lowest_kj_mol": 293.5, "homo_lumo_gap_ev": 7.117, "charge": -1, "e_homo_ev": -3.46, "elements": ["C", "C", "N", "C", "C", "C", "O", "O", "H", "H", "H", "H", "H", "H", "H", "H", "H", "H", "H", "H", "O"], "xyz": [[2.619678, 0.026039, 0.092955], [1.685968, 0.418660, -0.999413], [0.349870, 0.156976, -0.784994], [-0.585821, 0.484729, -1.876460], [-0.180690, 0.480186, 0.533972], [-0.274613, -0.886063, 1.645573], [-1.390922, -0.969015, 2.339688], [2.037866, 0.919447, -2.061791], [3.309452, 0.779134, 0.398454], [2.170731, -0.186462, 1.094538], [2.985624, -0.966381, -0.234869], [-0.158356, 0.376269, -2.872702], [-0.729420, 1.588822, -1.724084], [-1.493127, -0.096519, -1.782642], [0.302440, 1.347205, 1.045640], [-1.258070, 0.717162, 0.472482], [0.620003, -0.620018, 2.252359], [0.135937, -1.700068, 0.954741], [-2.796888, -0.874964, 1.440189], [-3.103358, 0.322164, 0.780680], [-3.388614, -0.591105, 0.638910]], "atomic_forces_ev_per_a": [[-0.81, -1.45, 1.54], [-1.81, 0.75, -0.56], [0.23, 0.14, -0.10], [0.92, 1.57, 0.53], [-1.31, -1.70, 2.06], [1.49, 2.03, -1.38], [-0.23, -0.29, -0.33], [0.86, -0.33, 0.09], [1.17, 0.40, -0.80], [-0.46, -0.04, -1.07], [0.66, 0.74, 0.22], [0.23, -0.28, 0.25], [-0.66, -0.80, -0.57], [-0.20, 0.08, 0.26], [0.01, -0.53, -0.55], [0.69, -0.02, -0.39], [0.07, -0.28, 0.48], [-0.97, 0.09, 0.45], [0.00, -0.65, -0.90], [-0.57, 0.25, -0.64], [0.67, 0.32, 1.41]]}